Record 1
Below is a structure of composition C27H48AsNSi3TeV, with properties calculated with ωB97M-V with the def2-TZVPD basis set.

2S+1: 4
HOMO-LUMO gap (alpha / beta): 0.2528 / 0.2597 hartree
ΔE to the lowest compared entry with this formula, charge and spin: 2.0 kcal/mol

Each line ends with the Mulliken spin population.
Cartesian coordinates (Å):
V  0.189  0.269  -0.564  3.0129
C  2.090  -0.694  -1.156  0.0181
Si  2.953  -0.181  0.372  -0.2034
C  1.741  -0.724  1.768  0.0448
N  0.307  -0.735  1.347  -0.1011
C  -0.510  0.369  1.889  -0.0535
C  -1.696  -0.110  2.716  0.0354
C  -1.232  -1.163  3.718  0.0003
C  -0.593  -2.371  2.990  0.0047
C  -0.341  -2.048  1.522  0.0140
C  3.087  1.710  0.384  0.0053
C  3.670  2.350  -0.720  0.0119
C  3.862  3.725  -0.743  0.0024
C  3.457  4.502  0.338  0.0026
C  2.851  3.895  1.432  -0.0020
C  2.676  2.514  1.451  0.0074
C  4.627  -0.879  0.872  -0.0042
C  4.838  -2.262  0.819  -0.0012
C  6.055  -2.819  1.190  0.0000
C  7.092  -1.997  1.616  -0.0004
C  6.909  -0.623  1.666  0.0000
C  5.687  -0.069  1.296  0.0015
H  1.925  -1.779  -1.152  0.0373
H  2.588  -0.420  -2.086  0.0087
H  1.868  -0.208  2.726  -0.0089
H  2.027  -1.763  1.967  -0.0020
H  -0.940  1.008  1.080  0.0687
H  0.127  1.024  2.479  -0.0147
H  -2.453  -0.520  2.046  -0.0056
H  -2.146  0.749  3.216  0.0007
H  -2.070  -1.483  4.337  -0.0001
H  -0.505  -0.705  4.394  0.0000
H  -1.243  -3.247  3.038  -0.0006
H  0.343  -2.653  3.476  0.0010
H  -1.266  -2.028  0.962  0.0611
H  0.289  -2.800  1.049  -0.0227
H  4.004  1.758  -1.567  0.0003
H  4.329  4.191  -1.602  -0.0001
H  3.611  5.574  0.326  0.0005
H  2.529  4.494  2.276  0.0000
H  2.239  2.059  2.333  0.0055
H  4.041  -2.917  0.476  -0.0014
H  6.197  -3.892  1.144  0.0000
H  8.041  -2.429  1.903  0.0000
H  7.717  0.020  1.990  0.0001
H  5.556  1.006  1.337  0.0010
C  -3.457  -3.233  0.272  0.0060
Si  -2.940  -2.659  -1.447  0.0140
C  -1.685  -3.911  -2.059  -0.0002
C  -4.492  -2.783  -2.493  -0.0028
As  -2.008  -0.557  -1.696  0.0222
Si  -3.804  0.843  -1.266  0.0100
C  -5.026  0.250  0.039  0.0039
C  -4.816  1.146  -2.816  0.0000
C  -3.185  2.523  -0.663  0.0144
H  -4.143  -4.081  0.164  -0.0003
H  -3.978  -2.459  0.840  -0.0004
H  -2.609  -3.586  0.866  0.0002
H  -2.093  -4.927  -2.035  0.0001
H  -0.791  -3.891  -1.424  0.0006
H  -1.372  -3.689  -3.083  0.0002
H  -4.846  -3.821  -2.505  -0.0002
H  -4.309  -2.470  -3.523  0.0004
H  -5.297  -2.161  -2.086  -0.0001
H  -5.498  -0.699  -0.237  -0.0004
H  -5.824  0.992  0.160  -0.0001
H  -4.543  0.121  1.010  -0.0008
H  -5.274  0.211  -3.154  0.0000
H  -4.196  1.523  -3.635  -0.0001
H  -5.619  1.869  -2.629  -0.0003
H  -2.690  2.435  0.310  0.0035
H  -4.028  3.213  -0.540  0.0008
H  -2.475  2.984  -1.363  -0.0050
C  0.312  4.171  -1.784  0.0152
Te  0.605  2.217  -2.593  -0.0132
C  -1.102  2.317  -3.861  0.0118
H  -0.747  4.324  -1.580  0.0006
H  0.677  4.922  -2.481  -0.0030
H  0.876  4.224  -0.854  -0.0026
H  -0.914  3.027  -4.662  -0.0014
H  -1.984  2.603  -3.288  0.0016
H  -1.251  1.315  -4.258  0.0009


Record 2
Below is the molecule C20H23FN2O6S at a distorted geometry, with properties calculated with ωB97M-V with the def2-TZVPD basis set.

HOMO-LUMO gap: 0.3370 hartree
SMILES: COCCCNC(=O)CN(c1ccc(F)cc1)S(=O)(=O)c1ccc2c(c1)OCCO2
ΔE to the lowest compared entry with this formula, charge and spin: 0.0 kcal/mol

Each line ends with the natural charge from an NBO analysis.
Cartesian coordinates (Å):
C  4.932  1.693  -1.798  -0.2608
O  4.754  0.389  -2.306  -0.5669
C  4.829  -0.607  -1.301  -0.0744
C  4.474  -1.951  -1.937  -0.4320
C  2.963  -2.163  -2.047  -0.2171
N  2.310  -0.945  -2.485  -0.6201
C  1.154  -0.544  -1.941  0.6730
O  0.452  -1.253  -1.241  -0.6495
C  0.744  0.889  -2.285  -0.3109
N  0.058  1.522  -1.181  -0.6889
C  -1.344  1.538  -1.127  0.1903
C  -1.965  2.621  -0.505  -0.2179
C  -3.343  2.683  -0.425  -0.2791
C  -4.094  1.665  -0.987  0.3869
F  -5.442  1.727  -0.920  -0.3257
C  -3.500  0.584  -1.611  -0.2655
C  -2.120  0.520  -1.675  -0.2395
S  0.880  1.456  0.290  2.3302
O  0.557  2.646  1.018  -0.9310
O  2.262  1.243  -0.047  -0.9732
C  0.276  0.052  1.214  -0.3262
C  1.133  -1.000  1.475  -0.1684
C  0.672  -2.088  2.188  -0.2332
C  -0.647  -2.130  2.627  0.2324
C  -1.513  -1.068  2.334  0.2807
C  -1.034  0.036  1.641  -0.2335
O  -2.828  -1.081  2.706  -0.4904
C  -3.290  -2.363  3.076  -0.0982
C  -2.286  -3.029  4.014  -0.0974
O  -1.052  -3.215  3.352  -0.4794
H  4.852  2.369  -2.647  0.1891
H  5.923  1.799  -1.341  0.1663
H  4.164  1.926  -1.055  0.2033
H  5.851  -0.635  -0.893  0.1737
H  4.136  -0.357  -0.486  0.1877
H  4.921  -1.967  -2.933  0.2142
H  4.906  -2.763  -1.353  0.2205
H  2.750  -2.973  -2.754  0.1966
H  2.529  -2.437  -1.080  0.2163
H  2.933  -0.261  -2.899  0.4230
H  0.088  0.895  -3.159  0.2392
H  1.633  1.487  -2.499  0.2265
H  -1.351  3.392  -0.069  0.2501
H  -3.838  3.512  0.057  0.2333
H  -4.114  -0.198  -2.028  0.2301
H  -1.645  -0.339  -2.122  0.2406
H  2.150  -0.946  1.125  0.2323
H  1.314  -2.922  2.422  0.2275
H  -1.696  0.863  1.448  0.2436
H  -4.254  -2.216  3.563  0.2046
H  -3.418  -2.986  2.181  0.1818
H  -2.622  -4.020  4.322  0.2032
H  -2.142  -2.395  4.899  0.1819


Record 3
Below is the molecule C4H8N2O at a distorted geometry, with properties calculated with ωB97M-V with the def2-TZVPD basis set.

HOMO-LUMO gap: 0.3772 hartree
SMILES: O=C1NCCCN1
ΔE to the lowest compared entry with this formula, charge and spin: 16.5 kcal/mol

Each line ends with the natural charge from an NBO analysis.
Cartesian coordinates (Å):
O  -1.546  1.393  1.899  -0.6562
C  -0.849  0.932  1.010  0.7762
N  0.490  1.212  0.862  -0.6481
C  1.133  0.591  -0.281  -0.2417
C  0.769  -0.937  -0.348  -0.4130
C  -0.665  -0.914  -0.759  -0.2085
N  -1.367  0.102  0.023  -0.6575
H  0.956  1.617  1.665  0.4162
H  0.791  1.164  -1.173  0.2007
H  2.175  0.378  -0.212  0.2229
H  0.933  -1.399  0.643  0.2098
H  1.356  -1.561  -1.055  0.2165
H  -1.161  -1.879  -0.646  0.1971
H  -0.665  -0.647  -1.826  0.1807
H  -2.346  -0.065  0.174  0.4050


Record 4
Below is the molecule C6H8S at a distorted geometry, with properties calculated with ωB97M-V with the def2-TZVPD basis set.

HOMO-LUMO gap (alpha / beta): 0.2570 / 0.2828 hartree
ΔE to the lowest compared entry with this formula, charge and spin: 117.1 kcal/mol

Each line ends with the natural charge from an NBO analysis.
Cartesian coordinates (Å):
C  -0.740  0.263  -0.056  -0.3150
C  0.496  0.911  -0.481  -0.3654
C  1.371  -0.345  -0.662  -0.0585
C  -0.810  -1.023  -0.125  0.1150
C  1.210  1.859  0.503  -0.6070
C  -1.665  -2.201  0.129  -0.7031
S  2.827  -0.937  -0.580  0.1550
H  -1.620  1.027  0.020  0.1906
H  0.583  1.481  -1.417  0.2372
H  2.270  1.768  0.404  0.2230
H  0.833  1.929  1.554  0.2200
H  0.994  2.783  0.132  0.2051
H  -2.295  -1.918  1.037  0.2302
H  -1.197  -3.258  0.253  0.2429
H  -2.257  -2.339  -0.711  0.2299


Record 5
Below is a structure of composition C33H33N6O4SSe2W, with properties calculated with ωB97M-V with the def2-TZVPD basis set.

HOMO-LUMO gap: 0.1998 hartree
ΔE to the lowest compared entry with this formula, charge and spin: 0.0 kcal/mol
Total charge: +1

Each line ends with the Mulliken charge.
Cartesian coordinates (Å):
W  0.506  0.527  -0.166  -0.3598
Se  1.549  2.893  -0.691  0.1634
Se  0.305  0.688  -2.827  0.1967
C  2.130  0.327  -2.639  0.4642
C  3.080  0.105  -3.626  -0.8925
C  4.365  -0.204  -3.231  -0.3126
C  4.660  -0.321  -1.875  -1.1214
C  3.670  -0.094  -0.947  -0.2009
N  2.434  0.268  -1.333  0.5802
C  -0.264  3.293  -0.867  0.2840
C  -0.892  4.513  -1.087  -0.8253
C  -2.263  4.511  -1.271  -0.3865
C  -2.969  3.311  -1.219  -1.0720
C  -2.286  2.143  -0.957  -0.6870
N  -0.959  2.150  -0.779  0.2304
H  2.799  0.163  -4.668  0.5043
H  5.133  -0.378  -3.973  0.4431
H  5.648  -0.596  -1.537  0.5002
H  3.845  -0.197  0.114  0.5062
H  -0.309  5.421  -1.134  0.5271
H  -2.782  5.440  -1.467  0.4515
H  -4.036  3.276  -1.384  0.5673
H  -2.778  1.183  -0.926  0.6475
O  -2.447  -0.936  -1.593  -0.6437
C  -2.932  -1.560  -0.408  3.0506
C  -2.237  -0.871  0.773  -1.4468
O  -2.595  -0.995  1.910  -0.5004
O  -1.177  -0.104  0.478  0.5475
C  -4.444  -1.363  -0.324  0.2698
C  -4.993  -0.204  0.218  -0.2017
C  -6.361  0.015  0.170  -1.0905
C  -7.195  -0.919  -0.427  -0.5459
C  -6.655  -2.074  -0.972  -0.8379
C  -5.286  -2.297  -0.918  -0.4130
C  -2.530  -3.036  -0.331  -0.3165
C  -1.809  -3.626  -1.358  -0.2635
C  -1.467  -4.972  -1.287  -0.9188
C  -1.835  -5.727  -0.186  -0.4931
C  -2.557  -5.136  0.845  -0.9746
C  -2.908  -3.799  0.772  -0.1948
H  -3.001  -1.231  -2.326  0.5388
H  -4.359  0.525  0.708  0.3397
H  -6.778  0.912  0.608  0.4398
H  -8.263  -0.750  -0.461  0.4097
H  -7.300  -2.810  -1.433  0.4244
H  -4.874  -3.210  -1.330  0.4151
H  -1.496  -3.038  -2.210  0.5061
H  -0.902  -5.421  -2.092  0.4921
H  -1.564  -6.773  -0.129  0.4329
H  -2.853  -5.722  1.705  0.4406
H  -3.477  -3.343  1.572  0.5147
C  3.206  1.906  1.819  -1.2799
C  2.787  0.484  1.995  0.5148
C  3.424  -0.378  2.837  -0.9178
C  2.786  -1.637  2.740  -0.9912
C  1.788  -1.540  1.818  0.4375
C  0.780  -2.635  1.617  -1.3465
N  1.767  -0.217  1.309  1.4252
H  3.649  2.107  0.839  0.0588
H  3.982  2.105  2.557  0.5640
H  2.398  2.617  1.975  0.1421
H  4.256  -0.112  3.469  0.5559
H  2.993  -2.521  3.322  0.5801
H  0.767  -3.231  2.530  0.5163
H  1.021  -3.312  0.798  0.2593
H  -0.232  -2.272  1.457  -0.1658
C  -0.099  0.090  3.865  -0.4794
N  -0.995  1.169  3.469  -0.1302
C  -0.864  1.899  2.373  0.2786
N  -1.822  2.815  2.099  -0.2947
O  0.135  1.805  1.595  -0.2937
H  -0.390  -0.841  3.383  0.1054
H  -0.172  -0.025  4.944  0.4775
H  0.924  0.348  3.605  0.0544
H  -1.843  1.276  4.000  0.2175
H  -2.515  3.057  2.787  0.1934
H  -1.603  3.514  1.409  0.1799
S  1.760  -3.415  -2.217  -0.2781
C  1.087  -2.247  -1.412  0.9909
N  0.579  -1.364  -0.800  -0.5632


Record 6
Below is a cluster of 3 separate species, C3HO2S3 in total at a distorted geometry, with properties calculated with ωB97M-V with the def2-TZVPD basis set.

HOMO-LUMO gap: 0.2242 hartree
ΔE to the lowest compared entry with this formula, charge and spin: 67.6 kcal/mol
Total charge: -1

Each line ends with the natural charge from an NBO analysis.
Cartesian coordinates (Å):
C  -0.568  1.986  -0.335  -0.2710
C  -1.835  -1.360  -0.647  1.0419
C  0.937  0.317  0.222  -0.4496
O  -2.295  -1.841  0.280  -0.5237
O  -1.417  -0.925  -1.634  -0.5209
S  -1.452  2.214  0.928  -0.0703
S  0.827  -1.051  1.110  -0.2353
S  2.619  0.885  -0.080  -0.0478
H  3.184  -0.226  0.157  0.0769